# 1
Here is C37H62BCoGeN4O7P3Se as an isolated structure from OMol25. Energies are from ωB97M-V/def2-TZVPD.

For the energy above the lowest of the compared OMol25 structures with the same formula, charge and spin, the calculation gives 11.2 kcal/mol. As for the HOMO energy (alpha / beta): -6.4 / -7.8 eV. The strongest force on any atom is 1.97 eV/Å. Its gap between HOMO and LUMO (alpha / beta) is 6.85 / 8.18 eV. For the total energy, the calculation gives -247707.6937 eV.

```
! wB97M-V def2-TZVPD RIJCOSX def2/J DEFGRID3
* xyz 0 4
Co 0.171 -0.163 0.458
C 1.882 4.335 2.397
N 0.671 4.777 1.734
C -0.451 4.969 2.627
P 0.472 4.012 0.239
O 1.088 2.698 0.064
O -1.143 4.003 0.055
P -1.871 2.538 -0.181
O -1.365 1.519 0.745
N -1.756 2.200 -1.796
C -2.085 3.265 -2.717
C -0.821 1.238 -2.325
N -3.473 2.988 -0.048
C -3.973 4.152 0.645
C -4.353 1.836 -0.027
N 0.949 5.100 -0.939
C 2.261 4.881 -1.513
C 0.628 6.498 -0.756
H 1.740 3.390 2.938
H 2.224 5.110 3.088
H 2.644 4.170 1.636
H -0.793 4.038 3.092
H -1.276 5.409 2.070
H -0.148 5.668 3.408
H -2.825 3.913 -2.251
H -2.508 2.831 -3.627
H -1.201 3.856 -2.985
H -0.586 0.500 -1.545
H 0.118 1.705 -2.642
H -1.279 0.727 -3.176
H -3.235 4.948 0.585
H -4.203 3.952 1.700
H -4.896 4.486 0.160
H -3.788 0.966 -0.360
H -5.203 1.996 -0.695
H -4.733 1.636 0.979
H 2.516 3.830 -1.401
H 3.031 5.490 -1.028
H 2.242 5.136 -2.576
H -0.374 6.580 -0.344
H 0.658 7.001 -1.724
H 1.333 6.995 -0.082
O -2.577 -3.096 -0.520
C -1.564 -2.440 -0.375
O -1.484 -1.277 0.121
C -0.201 -3.031 -0.854
P 1.078 -2.461 0.325
C 0.830 -3.603 1.727
C -0.245 -3.302 2.564
C -0.484 -4.053 3.695
C 0.365 -5.100 4.022
C 1.442 -5.397 3.203
C 1.675 -4.658 2.057
C 2.636 -3.013 -0.445
C 3.821 -2.880 0.279
C 5.042 -3.178 -0.292
C 5.111 -3.586 -1.614
C 3.944 -3.714 -2.348
C 2.719 -3.434 -1.770
H 0.010 -2.558 -1.820
H -0.237 -4.118 -0.958
H -0.889 -2.472 2.305
H -1.324 -3.821 4.334
H 0.183 -5.684 4.912
H 2.108 -6.208 3.461
H 2.504 -4.901 1.408
H 3.776 -2.543 1.305
H 5.944 -3.080 0.297
H 6.062 -3.808 -2.077
H 3.985 -4.032 -3.381
H 1.826 -3.550 -2.365
C -1.741 0.350 6.891
Ge -1.106 1.381 5.302
C -2.636 2.199 4.322
C 0.194 2.732 5.970
C -0.287 -0.026 4.146
Se 0.988 0.518 2.726
C 2.375 -0.732 3.328
H -2.361 0.948 7.551
H -0.890 -0.001 7.467
H -2.318 -0.514 6.574
H -2.881 3.190 4.695
H -3.514 1.569 4.425
H -2.402 2.268 3.264
H -0.258 3.288 6.788
H 0.494 3.434 5.200
H 1.089 2.244 6.345
H -1.102 -0.549 3.649
H 0.237 -0.741 4.777
H 2.711 -0.429 4.320
H 3.193 -0.663 2.621
H 1.979 -1.746 3.350
C 8.677 1.354 -0.556
C 7.910 0.208 0.116
C 7.980 0.424 1.629
C 8.595 -1.126 -0.209
C 6.472 0.183 -0.392
C 6.246 -0.021 -1.753
C 4.980 -0.090 -2.314
C 3.908 0.068 -1.463
O 2.575 0.027 -1.709
B 1.926 0.219 -0.490
O 2.908 0.383 0.512
C 4.114 0.289 -0.098
C 5.377 0.345 0.454
H 9.687 1.410 -0.155
H 8.178 2.302 -0.367
H 8.749 1.212 -1.631
H 9.019 0.422 1.954
H 7.462 -0.370 2.163
H 7.544 1.383 1.897
H 9.645 -1.082 0.072
H 8.537 -1.359 -1.269
H 8.127 -1.937 0.344
H 7.092 -0.134 -2.411
H 4.841 -0.268 -3.368
H 5.489 0.510 1.513
*
```

Here are the Mulliken charges for atoms 1 to 5, given in e: 1.024 -0.851 0.566 -0.880 -1.066

# 2
Here is a 11-piece molecular cluster, C37H62Br2Cl20F3N2O4 overall from OMol25. Energies are from ωB97M-V/def2-TZVPD.

As for the HOMO energy: -10.6 eV. The strongest force on any atom is 2.37 eV/Å. Its gap between HOMO and LUMO is 6.10 eV. For the total energy, the calculation gives -449221.6133 eV.

```
! wB97M-V def2-TZVPD RIJCOSX def2/J DEFGRID3
* xyz 1 1
C 2.885 0.897 -2.688
C 2.229 2.196 -2.063
C 0.879 2.611 -2.721
N -0.182 1.532 -2.612
C -1.353 2.112 -3.229
C -2.303 2.952 -2.533
C -2.102 3.225 -1.014
C -3.077 2.374 -0.104
C -2.534 0.944 0.266
C -2.556 0.647 1.836
C -1.126 0.040 2.287
C -1.333 -1.153 3.319
C -0.174 -1.225 4.396
C 0.845 -2.420 4.144
C 0.954 -3.352 5.402
C 2.283 -4.221 5.226
C 3.339 -3.961 6.355
O 3.348 -5.061 7.278
C 4.546 -5.070 8.058
N -3.348 3.461 -3.253
C -3.561 3.245 -4.588
C -4.790 3.969 -5.203
C -2.668 2.380 -5.357
C -2.984 2.200 -6.840
Br -2.927 3.851 -7.912
C -3.282 1.040 -7.472
C -3.362 -0.307 -6.706
Br -3.630 1.025 -9.385
C -1.542 1.804 -4.635
C -0.541 0.869 -5.354
O 0.091 1.294 -6.265
O -0.353 -0.463 -5.029
C -1.318 -0.952 -4.115
O -1.282 -2.403 -4.077
C -2.415 -2.893 -3.519
F -2.826 -2.227 -2.397
F -3.455 -2.890 -4.424
F -2.250 -4.186 -3.145
H 2.462 0.637 -3.684
H 3.973 1.112 -2.836
H 2.821 0.079 -1.934
H 2.168 2.150 -0.942
H 2.948 3.037 -2.272
H 0.971 2.957 -3.777
H 0.463 3.491 -2.146
H -0.338 1.393 -1.612
H -2.375 4.302 -0.839
H -1.044 3.053 -0.725
H -3.176 2.936 0.865
H -4.112 2.296 -0.518
H -1.471 0.802 -0.048
H -3.124 0.116 -0.209
H -3.306 -0.127 2.118
H -2.722 1.602 2.412
H -0.436 0.825 2.724
H -0.563 -0.420 1.412
H -1.439 -2.112 2.748
H -2.292 -0.928 3.860
H 0.352 -0.232 4.379
H -0.668 -1.370 5.396
H 0.516 -2.971 3.231
H 1.831 -1.945 3.904
H 0.966 -2.738 6.337
H 0.088 -4.061 5.443
H 2.678 -4.046 4.185
H 1.992 -5.305 5.298
H 4.368 -3.902 5.909
H 3.048 -3.043 6.929
H 4.805 -4.046 8.433
H 4.414 -5.777 8.908
H 5.373 -5.475 7.405
H -4.004 4.062 -2.744
H -4.430 4.981 -5.541
H -5.577 4.143 -4.434
H -5.181 3.463 -6.111
H -4.040 -0.297 -5.823
H -2.325 -0.655 -6.466
H -3.773 -1.062 -7.428
H -2.373 -0.672 -4.354
H -1.142 -0.621 -3.057
C 3.612 -1.183 0.845
Cl 1.915 -0.716 0.646
Cl 4.241 -0.659 2.409
H 3.687 -2.266 0.779
H 4.200 -0.722 0.056
C -1.388 3.836 4.644
Cl -2.622 2.623 4.994
Cl -0.715 3.603 3.029
H -1.831 4.826 4.698
H -0.594 3.748 5.380
C -1.985 7.526 -8.364
Cl -0.961 8.710 -7.544
Cl -3.535 8.232 -8.832
H -1.473 7.174 -9.256
H -2.167 6.693 -7.689
C -5.612 -5.139 -5.657
Cl -6.673 -3.764 -6.001
Cl -6.475 -6.671 -5.816
H -4.783 -5.127 -6.358
H -5.239 -5.049 -4.641
C -2.792 11.947 -6.202
Cl -4.479 12.432 -6.398
Cl -2.163 12.427 -4.620
H -2.724 10.866 -6.294
H -2.196 12.422 -6.977
C 1.554 10.602 -5.882
Cl 1.664 9.433 -4.559
Cl 3.083 11.453 -6.114
H 1.303 10.074 -6.798
H 0.778 11.327 -5.648
C 6.113 -5.793 11.875
Cl 6.009 -4.117 12.431
Cl 6.749 -5.884 10.227
H 6.771 -6.343 12.536
H 5.119 -6.232 11.894
C 5.555 -5.445 15.879
Cl 6.771 -6.441 15.070
Cl 3.927 -6.081 15.617
H 5.762 -5.435 16.945
H 5.607 -4.436 15.481
C 3.187 -6.509 2.310
Cl 1.792 -5.454 2.055
Cl 4.685 -5.575 2.425
H 3.044 -7.063 3.235
H 3.262 -7.199 1.470
C 3.144 -9.638 -0.866
Cl 3.717 -10.836 0.298
Cl 2.171 -8.388 -0.077
H 4.002 -9.169 -1.339
H 2.535 -10.137 -1.614
*
```

Here are the Mulliken charges for atoms 1 to 5, given in e: -0.722 -0.501 -0.609 0.489 -0.268

Q: Which of these has the lowest strongest force on any atom?
A: C37H62BCoGeN4O7P3Se

Q: What is the strongest force on any atom in the first record?
A: 1.97 eV/Å